# C51H42IrN6O4

C51H42IrN6O4 as an isolated structure at a distorted geometry (ωB97M-V/def2-TZVPD, the Open Molecules 2025 dataset).

The LUMO energy (spin up / spin down) is -4.33 / -4.34 eV. The frontier orbital gap (spin up / spin down) comes out at 0.17989 / 0.17939 Ha. As for the total charge: +1. Its total energy is -73531.2815 eV. The HOMO energy (spin up / spin down) comes out at -9.2 / -9.2 eV.

```
104
C51H42IrN6O4 ωB97M-V/def2-TZVPD
Ir -1.0442 -1.1245 0.1722
C -5.8987 4.3604 6.8780
O -4.9792 4.6971 5.8621
C -4.5144 3.7439 5.0262
C -4.9134 2.4088 5.0135
C -4.3513 1.5269 4.1085
C -3.4043 1.9514 3.1834
C -3.0129 3.2907 3.1955
C -3.5489 4.1699 4.1063
C -2.7538 0.9922 2.2626
C -3.0508 1.0657 0.8783
C -3.9121 2.0234 0.2963
C -3.8118 1.8705 -1.0693
C -2.9292 0.7926 -1.3014
N -2.4785 0.2990 -0.1065
C -2.4858 0.3320 -2.5785
C -1.7774 -0.8559 -2.7735
C -1.5120 -1.4257 -4.0715
C -0.6869 -2.4814 -3.8802
C -0.4509 -2.5747 -2.4687
C 0.5264 -3.3614 -1.8784
C 1.6728 -3.7967 -2.6962
C 1.7229 -4.8339 -3.6199
C 2.8869 -5.0865 -4.3171
C 4.0206 -4.2847 -4.1371
O 5.1131 -4.5905 -4.8691
C 6.2750 -3.8134 -4.6803
C 3.9699 -3.2424 -3.2122
C 2.8168 -3.0219 -2.4951
C 0.7753 -3.4355 -0.4834
N 0.3187 -2.5582 0.4608
C 1.0243 -2.8140 1.5955
C 0.9969 -2.0343 2.7910
C 2.2006 -2.1288 3.6107
C 2.2272 -2.2920 4.9993
C 3.4196 -2.3364 5.6840
C 4.6430 -2.2283 5.0091
O 5.7608 -2.2836 5.7599
C 7.0146 -2.2820 5.1114
C 4.6281 -2.0830 3.6210
C 3.4307 -2.0334 2.9450
C -0.0263 -1.1296 3.0753
C -0.1985 -0.4176 4.3114
C -1.3015 0.3540 4.1765
C -1.7790 0.1796 2.8299
N -1.0038 -0.7491 2.1938
C 1.8448 -3.9494 1.4098
C 1.6935 -4.3361 0.0962
N -1.1856 -1.6173 -1.8138
C -2.5633 1.2282 -3.7372
C -3.7220 1.8118 -4.2537
C -3.6591 2.6719 -5.3280
C -2.4293 3.0251 -5.9026
O -2.4758 3.9062 -6.9241
C -1.2888 4.2760 -7.5926
C -1.2672 2.4491 -5.3878
C -1.3466 1.5512 -4.3457
H -6.0365 5.2685 7.4657
H -5.5108 3.5694 7.5255
H -6.8599 4.0474 6.4600
H -5.6591 2.0449 5.7008
H -4.6698 0.4952 4.1007
H -2.2650 3.6358 2.4977
H -3.2395 5.2019 4.1373
H -4.5042 2.7366 0.8346
H -4.3138 2.4558 -1.8103
H -1.9181 -1.0696 -4.9985
H -0.2760 -3.1493 -4.6114
H 0.8569 -5.4594 -3.7715
H 2.9483 -5.9076 -5.0133
H 7.0339 -4.2408 -5.3312
H 6.6224 -3.8615 -3.6440
H 6.1042 -2.7675 -4.9564
H 4.8193 -2.6033 -3.0371
H 2.7774 -2.2069 -1.7879
H 1.3050 -2.4451 5.5363
H 3.4402 -2.4731 6.7525
H 7.7649 -2.3946 5.8920
H 7.1899 -1.3452 4.5740
H 7.0949 -3.1213 4.4159
H 5.5463 -2.0073 3.0615
H 3.4435 -1.8866 1.8751
H 0.4337 -0.4991 5.1719
H -1.7327 1.0214 4.8965
H 2.4561 -4.4038 2.1624
H 2.1600 -5.1595 -0.4053
H -4.6810 1.5409 -3.8389
H -4.5558 3.0870 -5.7617
H -1.6056 4.9128 -8.4174
H -0.7575 3.4050 -7.9869
H -0.6245 4.8503 -6.9395
H -0.2948 2.7080 -5.7755
H -0.4409 1.1098 -3.9582
C -0.7926 3.5981 -0.3277
N 0.4704 2.8910 -0.4113
C 1.6220 3.6612 -0.8259
C 0.5024 1.6050 -0.3174
N 0.5347 0.4484 -0.1950
H -0.6586 4.4939 0.2800
H -1.5447 2.9612 0.1330
H -1.1533 3.8835 -1.3201
H 1.5284 3.9688 -1.8709
H 2.5239 3.0703 -0.6961
H 1.6960 4.5539 -0.2034
```



# C49H57N8O5RbSe

C49H57N8O5RbSe as an isolated structure (ωB97M-V/def2-TZVPD, the Open Molecules 2025 dataset).

The value obtained for the energy above the lowest of the compared OMol25 structures with the same formula, charge and spin is 98.0 kcal per mole. The LUMO energy is 3.85 eV. The frontier orbital gap comes out at 0.19545 Ha. As for the total charge: -2. Its total energy is -139900.2737 eV. The HOMO energy comes out at -1.5 eV.

```
121
C49H57N8O5RbSe ωB97M-V/def2-TZVPD
Rb 0.3502 0.7635 -1.8573
C 3.9032 5.7930 1.9639
C 2.8941 4.8601 2.6365
C 2.6310 3.6257 1.8266
C 3.4530 2.5365 1.6235
C 4.8614 2.3143 2.0951
C 5.1792 2.7262 3.5343
C 2.7424 1.6927 0.6843
N 1.6173 2.2784 0.2730
C 1.4459 3.4019 1.0234
C 0.1795 3.9497 1.2651
C -1.0548 3.3791 0.9189
C -2.2918 3.5712 1.6439
C -2.5897 4.7539 2.5173
C -2.1520 4.5675 3.9730
C -3.0801 2.4707 1.3757
C -2.2934 1.6521 0.4752
C -2.2617 0.2925 -0.0426
C -2.2330 -0.9997 0.4233
N -1.1488 -1.7303 -0.0804
C -0.9951 -2.7936 0.7076
C 0.2339 -3.4156 1.0266
C 1.4705 -2.7446 0.9156
N 1.7063 -1.7066 0.1218
C 2.7235 -0.9443 0.6959
C 2.7873 0.3267 0.1804
C 3.2391 -1.6664 1.8633
C 2.5027 -2.7991 1.9696
C 2.6391 -3.8890 2.9838
C 3.1793 -5.1850 2.3769
C 4.3161 -1.2242 2.8012
C 3.7511 -0.3930 3.9529
C -2.1576 -2.9146 1.6142
C -2.8815 -1.7770 1.4801
C -4.0445 -1.3783 2.3322
C -3.5753 -0.7452 3.6425
C -2.4337 -4.0606 2.5355
C -3.0679 -5.2455 1.8039
N -1.1568 2.2713 0.1398
C -4.5206 2.2420 1.7379
C -4.9061 2.4461 3.2043
H 4.0844 6.6897 2.5630
H 3.5398 6.1004 0.9822
H 4.8594 5.2883 1.8113
H 1.9564 5.4022 2.7812
H 3.2488 4.6016 3.6371
H 5.5507 2.8440 1.4246
H 5.1051 1.2613 1.9594
H 5.3102 3.8054 3.6266
H 6.1049 2.2556 3.8750
H 4.3822 2.4303 4.2172
H 0.1378 4.7767 1.9680
H -3.6590 4.9828 2.4796
H -2.0838 5.6334 2.1075
H -2.6471 3.7054 4.4207
H -2.3829 5.4495 4.5774
H -1.0774 4.3863 4.0262
H -1.5783 0.3181 -0.8732
H 0.1894 -4.2129 1.7593
H 2.1946 0.3146 -0.7203
H 1.6609 -4.0846 3.4348
H 3.2901 -3.5619 3.7992
H 2.5097 -5.5493 1.5962
H 3.2856 -5.9668 3.1334
H 4.1538 -5.0151 1.9153
H 5.0683 -0.6518 2.2563
H 4.8404 -2.0989 3.1977
H 3.1846 0.4569 3.5675
H 4.5388 -0.0124 4.6078
H 3.0640 -0.9963 4.5503
H -4.6606 -2.2567 2.5501
H -4.6898 -0.6874 1.7896
H -2.9971 -1.4661 4.2240
H -4.4123 -0.3983 4.2528
H -2.9209 0.1042 3.4377
H -3.0851 -3.7391 3.3527
H -1.5002 -4.3870 3.0022
H -4.0107 -4.9481 1.3404
H -3.2670 -6.0790 2.4823
H -2.4071 -5.5986 1.0106
H -4.7929 1.2338 1.4256
H -5.1482 2.9029 1.1254
H -4.2285 1.9118 3.8685
H -5.9211 2.0857 3.3933
H -4.8768 3.4985 3.4869
O -3.5195 0.7931 -6.4908
C -4.0274 -0.0203 -5.5879
O -5.1990 -0.3484 -5.5936
C -3.0899 -0.5550 -4.5690
C -3.4636 -1.4780 -3.6126
N -2.3602 -1.7868 -2.9184
N -1.2845 -1.1183 -3.3450
C -1.7085 -0.3428 -4.3342
C -0.7374 0.6397 -4.9651
O -1.1240 1.2235 -6.0187
O 0.3502 0.7936 -4.3898
H -2.5146 0.9617 -6.3143
H -4.4278 -1.9046 -3.3975
H -2.2590 -2.2885 -2.0413
O 1.2020 -2.7485 -2.3846
H 1.4538 -2.3873 -1.4964
H 0.3595 -2.2962 -2.5415
C 2.0321 0.7025 -7.0484
N 1.8348 -0.4885 -6.2541
C 2.6255 -0.8937 -5.2258
Se 4.2824 -0.2447 -4.7450
N 1.9782 -1.9076 -4.6049
C 0.7524 -2.1275 -5.2016
C -0.2797 -2.9994 -4.8953
C -1.4108 -2.9365 -5.6953
C -1.5038 -2.0329 -6.7583
C -0.4675 -1.1615 -7.0600
C 0.6638 -1.2318 -6.2630
H 1.2241 1.4034 -6.8312
H 2.0456 0.4487 -8.1105
H 2.9877 1.1341 -6.7619
H 2.1590 -2.1907 -3.6383
H -0.2116 -3.6607 -4.0420
H -2.2537 -3.5783 -5.4723
H -2.4184 -1.9852 -7.3352
H -0.5648 -0.4172 -7.8381
```



# C24H35N4

C24H35N4 as an isolated structure at a distorted geometry (ωB97M-V/def2-TZVPD, the Open Molecules 2025 dataset).

The value obtained for the energy above the lowest of the compared OMol25 structures with the same formula, charge and spin is 18.2 kcal per mole. The LUMO energy is -2.61 eV. The frontier orbital gap comes out at 0.32682 Ha. As for the total charge: +1. Its total energy is -31408.2443 eV. The HOMO energy comes out at -11.5 eV.

```
63
C24H35N4 ωB97M-V/def2-TZVPD
C 2.4524 1.5302 3.5599
N 2.0477 0.5449 2.5663
C 2.2681 -0.8390 3.0248
C 1.0238 0.8465 1.7454
N 0.2911 1.9987 1.9667
C -0.8386 1.6271 2.9410
C -0.8475 2.3646 4.2672
C -0.2207 3.6037 4.3673
C -0.1674 4.2609 5.5984
C -0.7438 3.6677 6.7224
C -1.4044 2.4320 6.6257
C -1.4909 1.7898 5.3788
N 0.6392 -0.0471 0.8229
C 1.5783 -0.9906 0.2490
C -0.7326 -0.1444 0.3400
H 2.2572 2.5395 3.1984
H 1.9341 1.3606 4.5147
H 3.5263 1.3993 3.7060
H 1.4342 -1.4956 2.7297
H 3.2219 -1.2051 2.6177
H 2.3431 -0.8355 4.1235
H -1.8369 1.6931 2.4690
H -0.7616 0.5351 3.1487
H 0.2604 4.0030 3.4778
H 0.3265 5.2248 5.6517
H -0.7007 4.1824 7.6869
H -1.8577 1.9736 7.5126
H -1.9978 0.8189 5.2630
H 2.5979 -0.6010 0.3081
H 1.5161 -1.9920 0.7012
H 1.3272 -1.1192 -0.8064
H -1.4642 -0.1576 1.1548
H -0.9778 0.6535 -0.3665
H -0.8489 -1.0888 -0.1981
C -2.4483 5.9328 0.5667
C -2.5134 4.4612 0.9851
C -1.4402 3.6201 0.3044
N -0.1450 4.1981 0.6231
C 0.9271 3.3174 0.8037
C 2.2144 4.0717 1.1833
C 2.1226 5.3005 1.8862
C 3.1907 6.2074 1.8791
C 4.4482 5.8077 1.4485
C 4.5767 4.5588 0.8225
C 3.4783 3.6868 0.7005
C -0.0104 5.5115 -0.0664
C -1.0255 6.4944 0.5342
H -2.8607 6.0090 -0.4488
H -3.0685 6.5370 1.2388
H -2.3860 4.3822 2.0771
H -3.4911 4.0263 0.7419
H -1.4392 2.5840 0.6596
H -1.5869 3.6494 -0.7920
H 1.1403 2.6276 -0.0592
H 1.1852 5.6178 2.3608
H 3.0216 7.2350 2.1900
H 5.3105 6.4709 1.5360
H 5.5334 4.2655 0.4081
H 3.5954 2.7247 0.2000
H 1.0010 5.9458 0.0046
H -0.2471 5.3934 -1.1454
H -0.9990 7.4178 -0.0636
H -0.7193 6.7744 1.5487
```



# C4H10NO2S

A 2-piece molecular cluster, C4H10NO2S overall at a distorted geometry (ωB97M-V/def2-TZVPD, the Open Molecules 2025 dataset).

The value obtained for the energy above the lowest of the compared OMol25 structures with the same formula, charge and spin is 14.7 kcal per mole. The LUMO energy is 3.65 eV. The frontier orbital gap comes out at 0.25137 Ha. As for the total charge: -1. Its total energy is -20732.3011 eV. The HOMO energy comes out at -3.2 eV.

```
18
C4H10NO2S ωB97M-V/def2-TZVPD
O -0.3170 -3.3857 1.4069
C -0.3867 -2.4112 0.6609
N 0.4486 -1.3688 0.6577
C 0.2866 -0.0571 -0.0616
C -0.8759 -0.0618 -1.0384
S -1.1617 1.6139 -1.7398
C 1.6197 0.2954 -0.6774
H -1.1697 -2.3682 -0.0882
H 1.2019 -1.4233 1.3286
H 0.0183 0.6281 0.7432
H -1.7864 -0.3785 -0.5285
H -0.6449 -0.7671 -1.8419
H 1.9983 -0.4840 -1.3392
H 1.5021 1.2454 -1.2052
H 2.3563 0.5145 0.1089
H -1.6446 2.5440 1.5793
H -0.5723 2.7574 0.5872
O -0.8724 3.1072 1.4475
```



# C6H8N

An isolated ion of composition C6H8N and charge +1 at a distorted geometry (ωB97M-V/def2-TZVPD, the Open Molecules 2025 dataset).

The value obtained for the energy above the lowest of the compared OMol25 structures with the same formula, charge and spin is 156.8 kcal per mole. The LUMO energy is -4.49 eV. The frontier orbital gap comes out at 0.35331 Ha. As for the total charge: +1. Its total energy is -7828.8889 eV. The HOMO energy comes out at -14.1 eV.

```
15
C6H8N ωB97M-V/def2-TZVPD
C 0.3695 -0.8678 -0.9143
C 0.1274 0.5132 -1.5867
C 0.0731 1.4475 -0.6365
C 0.3628 1.0560 0.7504
C 0.2907 -0.4867 0.6105
C -0.3881 0.4721 1.8079
N -1.1414 -0.6027 1.1463
H -0.1676 -1.8745 -1.0127
H 1.4898 -1.0508 -1.0064
H 0.0315 0.3433 -2.6537
H -0.1338 2.4113 -1.0105
H 1.1651 1.6904 1.1655
H 0.9438 -1.0859 1.2212
H -1.7273 -0.6186 0.3163
H -1.2956 -1.3469 1.8026
```



# C16H21BF4N5O6S

A 2-piece molecular cluster, C16H21BF4N5O6S overall at a distorted geometry (ωB97M-V/def2-TZVPD, the Open Molecules 2025 dataset).

The LUMO energy is -5.48 eV. The frontier orbital gap comes out at 0.19524 Ha. As for the total charge: +1. Its total energy is -59023.3088 eV. The HOMO energy comes out at -10.8 eV.

```
54
C16H21BF4N5O6S ωB97M-V/def2-TZVPD
C -3.4434 3.1885 0.9893
C -2.6638 1.7957 0.5122
C -3.4458 0.8629 -0.5927
C -2.7302 -0.5216 -1.1046
C -1.2209 -0.9465 -0.5461
C -0.5309 -2.3544 -1.0876
C -1.2859 -2.9902 -2.4030
C -0.7693 -3.4620 0.1427
C -0.4109 -0.0084 0.5741
O 0.8971 -0.4983 1.0265
C 1.9482 0.5274 0.9493
N 2.8325 0.2383 -0.2500
C 3.0824 0.9868 -1.5389
N 2.4835 2.1559 -1.9321
O 1.5356 2.8426 -1.2741
B 0.4393 3.2864 -2.1568
O -0.7583 3.9296 -1.5085
O 0.4037 3.2063 -3.6306
N 4.0960 0.3916 -2.4965
C 4.4672 -0.8574 -1.7137
F 5.4625 -1.9078 -2.1378
N 3.6622 -0.8850 -0.3976
S 3.9289 -2.2710 0.6257
O 5.4745 -2.4478 0.8207
O 3.2959 -2.1866 2.0345
C 3.3408 -3.8345 -0.2919
F 4.4871 -4.7662 -0.6087
F 2.2483 -4.5290 0.4771
F 2.7290 -3.5071 -1.6303
C -1.1949 1.3373 1.0827
H -2.8173 3.6901 1.8548
H -3.4908 3.8644 0.0081
H -4.5182 2.8513 1.3246
H -4.5035 1.1439 -1.0340
H -3.3431 -1.1822 -1.8738
H 0.6014 -2.1259 -1.2759
H -1.2826 -2.2978 -3.3468
H -2.4122 -3.1861 -2.0649
H -0.8141 -4.0519 -2.5847
H -1.9411 -3.6666 0.2455
H -0.2867 -4.4970 -0.1106
H -0.3613 -2.9575 1.1240
H 1.5749 1.6325 1.0318
H 2.6429 0.3528 1.9052
H 2.8102 2.5586 -2.8618
H -0.7407 3.7107 -0.5306
H 0.7578 2.3228 -3.9549
H -0.6358 2.0006 1.9027
C -2.9815 2.4342 5.0839
C -3.7988 1.6972 4.0354
N -4.4767 1.0858 3.1656
H -3.6211 3.1300 5.6338
H -2.5457 1.7193 5.7872
H -2.1763 2.9956 4.6021
```



Repeat the sixth record exactly.
# C16H21BF4N5O6S

A 2-piece molecular cluster, C16H21BF4N5O6S overall at a distorted geometry (ωB97M-V/def2-TZVPD, the Open Molecules 2025 dataset).

The LUMO energy is -5.48 eV. The frontier orbital gap comes out at 0.19524 Ha. As for the total charge: +1. Its total energy is -59023.3088 eV. The HOMO energy comes out at -10.8 eV.

```
54
C16H21BF4N5O6S ωB97M-V/def2-TZVPD
C -3.4434 3.1885 0.9893
C -2.6638 1.7957 0.5122
C -3.4458 0.8629 -0.5927
C -2.7302 -0.5216 -1.1046
C -1.2209 -0.9465 -0.5461
C -0.5309 -2.3544 -1.0876
C -1.2859 -2.9902 -2.4030
C -0.7693 -3.4620 0.1427
C -0.4109 -0.0084 0.5741
O 0.8971 -0.4983 1.0265
C 1.9482 0.5274 0.9493
N 2.8325 0.2383 -0.2500
C 3.0824 0.9868 -1.5389
N 2.4835 2.1559 -1.9321
O 1.5356 2.8426 -1.2741
B 0.4393 3.2864 -2.1568
O -0.7583 3.9296 -1.5085
O 0.4037 3.2063 -3.6306
N 4.0960 0.3916 -2.4965
C 4.4672 -0.8574 -1.7137
F 5.4625 -1.9078 -2.1378
N 3.6622 -0.8850 -0.3976
S 3.9289 -2.2710 0.6257
O 5.4745 -2.4478 0.8207
O 3.2959 -2.1866 2.0345
C 3.3408 -3.8345 -0.2919
F 4.4871 -4.7662 -0.6087
F 2.2483 -4.5290 0.4771
F 2.7290 -3.5071 -1.6303
C -1.1949 1.3373 1.0827
H -2.8173 3.6901 1.8548
H -3.4908 3.8644 0.0081
H -4.5182 2.8513 1.3246
H -4.5035 1.1439 -1.0340
H -3.3431 -1.1822 -1.8738
H 0.6014 -2.1259 -1.2759
H -1.2826 -2.2978 -3.3468
H -2.4122 -3.1861 -2.0649
H -0.8141 -4.0519 -2.5847
H -1.9411 -3.6666 0.2455
H -0.2867 -4.4970 -0.1106
H -0.3613 -2.9575 1.1240
H 1.5749 1.6325 1.0318
H 2.6429 0.3528 1.9052
H 2.8102 2.5586 -2.8618
H -0.7407 3.7107 -0.5306
H 0.7578 2.3228 -3.9549
H -0.6358 2.0006 1.9027
C -2.9815 2.4342 5.0839
C -3.7988 1.6972 4.0354
N -4.4767 1.0858 3.1656
H -3.6211 3.1300 5.6338
H -2.5457 1.7193 5.7872
H -2.1763 2.9956 4.6021
```



Q: What is the total charge in the first record?
A: +1



Q: total charge of number 2 (C49H57N8O5RbSe)?
A: -2